C5H8N2O | ωB97M-V/def2-TZVPD

Bonds (Å) are listed after each position.
Cartesian coordinates (Å):
1 C -1.02 1.25 -0.05  N2 1.337, C7 1.507, H9 1.284
2 N -2.01 0.36 -0.15  C1 1.337, O3 1.341
3 O -1.81 -0.97 -0.13  N2 1.341, C4 1.471
4 C -0.40 -1.39 -0.11  O3 1.471, C5 1.562, C8 1.570, H10 1.026
5 C 0.79 -0.80 -0.94  C4 1.562, N6 1.449, H11 1.079, H12 1.233
6 N 1.06 0.17 0.10  C5 1.449, C7 1.403, C8 1.478
7 C 0.47 1.42 -0.16  C1 1.507, N6 1.403, H13 1.106, H14 1.091
8 C 0.35 -0.69 1.07  C4 1.570, N6 1.478, H15 1.333, H16 1.203
9 H -1.58 2.38 0.17  C1 1.284
10 H -0.35 -2.41 0.03  C4 1.026
11 H 1.51 -1.60 -0.91  C5 1.079
12 H 0.61 -0.49 -2.12  C5 1.233
13 H 0.92 1.99 -1.00  C7 1.106
14 H 0.98 1.74 0.75  C7 1.091
15 H -0.56 0.18 1.50  C8 1.333
16 H 1.04 -1.14 1.94  C8 1.203

Structure (SMILES): C1=NOC2CN(C1)C2
Kohn-Sham gap in eV: 9.7
F_max in eV/A: 6.12
Energy in hartree: -379.8122
M in g/mol: 112.13
Net charge: 0